1.
{"formula": "C38H38IrN6O3P2", "method": "wB97M-V/def2-TZVPD", "symbols": ["Ir", "C", "N", "C", "C", "N", "C", "P", "C", "N", "C", "C", "N", "C", "C", "N", "C", "C", "N", "C", "H", "H", "H", "H", "H", "H", "H", "H", "H", "H", "H", "H", "H", "H", "H", "C", "C", "C", "O", "C", "O", "O", "H", "H", "H", "H", "H", "H", "H", "C", "C", "C", "C", "C", "C", "P", "C", "C", "C", "C", "C", "C", "C", "C", "C", "C", "C", "C", "C", "C", "C", "C", "H", "H", "H", "H", "H", "H", "H", "H", "H", "H", "H", "H", "H", "H", "H", "H"], "xyz": [[0.37, -0.51, -0.16], [-0.84, 0.69, -5.66], [-0.63, 0.91, -4.23], [-0.59, 2.13, -3.62], [-0.40, 1.88, -2.29], [-0.32, 0.54, -2.08], [-0.46, -0.03, -3.27], [-0.54, -1.83, -3.59], [-1.72, -2.19, -2.27], [-1.64, -1.84, -0.98], [-2.79, -2.30, -0.41], [-3.56, -2.93, -1.34], [-2.87, -2.86, -2.52], [-3.33, -3.38, -3.80], [0.99, -2.34, -2.80], [1.34, -2.11, -1.55], [2.50, -2.80, -1.34], [2.85, -3.45, -2.48], [1.89, -3.16, -3.41], [1.84, -3.68, -4.77], [-0.75, 1.64, -6.17], [-0.08, 0.01, -6.04], [-1.83, 0.27, -5.84], [-0.71, 3.05, -4.17], [-0.33, 2.60, -1.49], [-3.02, -2.16, 0.63], [-4.51, -3.42, -1.27], [-4.27, -3.90, -3.63], [-3.50, -2.58, -4.51], [-2.61, -4.09, -4.20], [2.99, -2.81, -0.38], [3.68, -4.10, -2.71], [2.68, -4.35, -4.90], [0.92, -4.22, -4.94], [1.93, -2.87, -5.49], [1.07, 5.08, 0.68], [1.54, 3.70, 0.88], [2.92, 3.38, 1.25], [0.75, 2.72, 0.82], [2.73, 2.37, -2.24], [2.79, 3.53, -2.30], [2.65, 1.22, -2.12], [1.40, 5.68, 1.53], [-0.01, 5.15, 0.57], [1.58, 5.50, -0.20], [2.95, 3.53, 2.34], [3.64, 4.06, 0.80], [3.15, 2.33, 1.05], [-0.21, 2.90, 0.70], [-3.40, -3.28, 3.58], [-2.15, -3.63, 3.09], [-1.33, -2.67, 2.53], [-1.76, -1.34, 2.46], [-3.01, -0.99, 2.95], [-3.83, -1.97, 3.51], [-0.60, -0.14, 1.77], [-1.48, 1.48, 1.92], [-1.33, 2.37, 2.98], [-1.91, 3.64, 2.92], [-2.64, 4.02, 1.81], [-2.80, 3.14, 0.75], [-2.23, 1.87, 0.81], [0.70, -0.06, 3.02], [0.58, 0.04, 4.39], [1.73, 0.19, 5.18], [2.97, 0.23, 4.59], [3.13, 0.08, 3.20], [4.39, 0.08, 2.56], [4.47, -0.13, 1.21], [3.31, -0.35, 0.44], [2.03, -0.36, 0.99], [1.97, -0.10, 2.41], [-4.04, -4.04, 4.01], [-1.81, -4.66, 3.15], [-0.36, -2.94, 2.14], [-3.36, 0.03, 2.90], [-4.80, -1.69, 3.90], [-0.75, 2.10, 3.85], [-1.79, 4.32, 3.76], [-3.10, 5.01, 1.77], [-3.39, 3.42, -0.12], [-2.33, 1.19, -0.03], [-0.40, 0.00, 4.86], [1.64, 0.28, 6.25], [3.86, 0.36, 5.21], [5.29, 0.22, 3.15], [5.43, -0.14, 0.71], [3.44, -0.53, -0.62]], "lowdin_charge": [1.018, -0.006, -0.110, -0.028, -0.147, -0.055, -0.440, 1.182, -0.465, 0.018, -0.100, -0.026, -0.125, -0.017, -0.464, -0.025, -0.113, -0.022, -0.118, -0.012, 0.099, 0.088, 0.097, 0.134, 0.091, 0.081, 0.132, 0.099, 0.090, 0.089, 0.110, 0.133, 0.099, 0.089, 0.094, 0.058, -0.292, 0.059, 0.155, -0.411, 0.206, 0.193, 0.130, 0.100, 0.125, 0.142, 0.120, 0.086, 0.105, -0.058, -0.058, -0.103, -0.379, -0.084, -0.061, 0.890, -0.363, -0.073, -0.061, -0.074, -0.070, -0.132, -0.299, -0.066, -0.050, -0.010, -0.171, -0.022, -0.074, -0.158, -0.305, -0.221, 0.114, 0.114, 0.110, 0.105, 0.113, 0.100, 0.116, 0.115, 0.116, 0.096, 0.119, 0.114, 0.122, 0.121, 0.113, 0.067], "de_lowest_ev": 1.4138, "charge": 2, "orbital_gap_ev": [6.16, 6.56], "homo_energy_ev": [-12.06, -12.47], "multiplicity": 2}

2.
{"formula": "C15H24CuN2S3Si2", "method": "wB97M-V/def2-TZVPD", "symbols": ["Cu", "C", "Si", "C", "C", "C", "Si", "C", "C", "C", "H", "H", "H", "H", "H", "H", "H", "H", "H", "H", "H", "H", "H", "H", "H", "H", "H", "H", "H", "S", "C", "S", "C", "N", "N", "C", "C", "C", "C", "C", "C", "S", "H", "H", "H", "H", "H"], "xyz": [[-2.05, -0.96, -0.77], [-1.96, -2.44, 3.85], [-1.95, -2.39, 1.96], [-0.20, -2.85, 1.47], [-3.10, -3.79, 1.46], [-2.51, -0.84, 1.16], [-1.95, 0.80, 1.73], [-0.25, 1.23, 1.05], [-1.84, 1.10, 3.59], [-3.17, 2.11, 1.14], [-1.64, -3.43, 4.20], [-2.97, -2.26, 4.25], [-1.29, -1.70, 4.30], [0.12, -3.80, 1.92], [0.51, -2.07, 1.78], [-0.12, -2.94, 0.38], [-2.67, -4.77, 1.73], [-3.29, -3.79, 0.39], [-4.06, -3.69, 1.98], [-3.61, -0.85, 1.24], [0.51, 0.55, 1.47], [0.04, 2.25, 1.30], [-0.23, 1.12, -0.04], [-1.12, 0.44, 4.08], [-2.81, 0.94, 4.08], [-1.53, 2.13, 3.79], [-3.40, 1.98, 0.07], [-2.77, 3.12, 1.28], [-4.10, 2.04, 1.70], [4.25, -1.40, -1.66], [2.72, -0.98, -2.17], [1.33, -1.99, -1.97], [0.28, -0.79, -2.70], [0.93, 0.27, -3.06], [2.29, 0.15, -2.78], [3.08, 1.29, -3.14], [4.36, 1.15, -3.65], [5.08, 2.28, -4.02], [4.52, 3.55, -3.88], [3.24, 3.68, -3.37], [2.51, 2.55, -3.00], [-1.42, -1.05, -2.91], [4.79, 0.17, -3.76], [6.08, 2.17, -4.42], [5.09, 4.43, -4.16], [2.79, 4.66, -3.26], [1.50, 2.64, -2.62]], "lowdin_charge": [0.082, -0.198, 0.335, -0.192, -0.198, -0.480, 0.334, -0.185, -0.200, -0.198, 0.022, 0.026, 0.003, 0.027, 0.029, -0.015, 0.022, 0.019, 0.022, 0.002, 0.027, 0.025, 0.011, 0.005, 0.027, 0.022, 0.021, 0.021, 0.023, 0.531, -1.112, 0.959, -1.103, 0.015, -0.149, -0.204, -0.053, -0.089, -0.106, -0.090, -0.018, 0.513, 0.067, 0.099, 0.094, 0.099, 0.109], "charge": -1, "orbital_gap_ev": 7.92, "homo_energy_ev": -5.14}

3.
{"formula": "C62H58Cl2N2O2P2PdS", "method": "wB97M-V/def2-TZVPD", "symbols": ["Cl", "C", "C", "C", "C", "S", "C", "Cl", "O", "O", "C", "C", "H", "H", "H", "H", "H", "C", "N", "C", "C", "C", "C", "C", "C", "C", "C", "C", "C", "C", "C", "N", "C", "C", "C", "C", "Pd", "P", "C", "C", "C", "C", "C", "C", "C", "C", "C", "C", "C", "C", "C", "C", "C", "C", "C", "C", "P", "C", "C", "C", "C", "C", "C", "C", "C", "C", "C", "C", "C", "C", "C", "C", "C", "C", "C", "C", "C", "H", "H", "H", "H", "H", "H", "H", "H", "H", "H", "H", "H", "H", "H", "H", "H", "H", "H", "H", "H", "H", "H", "H", "H", "H", "H", "H", "H", "H", "H", "H", "H", "H", "H", "H", "H", "H", "H", "H", "H", "H", "H", "H", "H", "H", "H", "H", "H", "H", "H", "H", "H", "H"], "xyz": [[-1.06, -2.26, 11.42], [-0.26, -2.28, 9.89], [0.14, -1.08, 9.30], [0.77, -1.10, 8.05], [1.00, -2.33, 7.42], [1.80, -2.40, 5.79], [0.45, -2.12, 4.66], [0.84, -2.69, 3.06], [2.69, -1.26, 5.70], [2.30, -3.74, 5.68], [0.59, -3.52, 8.00], [-0.04, -3.51, 9.25], [-0.03, -0.14, 9.82], [1.09, -0.17, 7.58], [-0.32, -2.79, 5.05], [0.78, -4.47, 7.50], [-0.35, -4.44, 9.71], [3.27, 3.53, -4.83], [3.89, 2.55, -3.96], [5.18, 2.02, -4.36], [3.31, 2.21, -2.77], [3.98, 1.30, -1.89], [3.37, 0.84, -0.75], [2.07, 1.31, -0.37], [1.44, 0.97, 0.89], [2.00, 0.16, 1.85], [1.56, 0.14, 3.17], [0.52, 0.97, 3.67], [0.28, 2.33, 3.31], [-0.83, 3.00, 3.80], [-1.75, 2.31, 4.63], [-2.93, 2.89, 4.98], [-3.94, 2.15, 5.72], [-3.29, 4.23, 4.53], [-1.46, 0.97, 5.05], [-0.36, 0.34, 4.55], [0.56, 0.36, -1.72], [1.10, -1.34, -3.08], [0.03, -2.80, -2.88], [-0.64, -3.39, -3.96], [-1.49, -4.48, -3.75], [-1.70, -4.97, -2.46], [-1.06, -4.36, -1.37], [-0.20, -3.28, -1.58], [1.08, -0.84, -4.81], [1.39, -1.79, -5.81], [1.43, -1.39, -7.15], [1.19, -0.06, -7.50], [0.91, 0.89, -6.50], [0.84, 0.50, -5.16], [2.80, -1.91, -2.79], [3.84, -1.60, -3.69], [5.17, -1.87, -3.35], [5.47, -2.45, -2.12], [4.45, -2.78, -1.23], [3.12, -2.52, -1.57], [-1.69, 0.50, -1.38], [-2.13, 2.26, -1.54], [-2.59, 2.78, -2.75], [-2.78, 4.16, -2.89], [-2.50, 5.02, -1.82], [-2.04, 4.50, -0.60], [-1.88, 3.12, -0.45], [-2.72, -0.44, -2.54], [-3.71, -1.34, -2.09], [-4.44, -2.09, -3.00], [-4.20, -1.98, -4.37], [-3.20, -1.11, -4.83], [-2.48, -0.34, -3.92], [-2.31, 0.09, 0.27], [-3.44, 0.73, 0.81], [-3.94, 0.35, 2.05], [-3.35, -0.70, 2.75], [-2.24, -1.35, 2.21], [-1.68, -0.93, 1.01], [1.45, 2.33, -1.20], [2.06, 2.73, -2.40], [2.33, 3.16, -5.25], [3.07, 4.46, -4.28], [3.96, 3.74, -5.64], [5.14, 0.93, -4.48], [5.45, 2.47, -5.31], [5.95, 2.26, -3.62], [4.98, 0.96, -2.14], [3.89, 0.15, -0.09], [0.48, 1.45, 1.09], [2.82, -0.52, 1.57], [2.11, -0.47, 3.88], [0.98, 2.86, 2.66], [-1.00, 4.04, 3.53], [-3.52, 1.77, 6.66], [-4.76, 2.84, 5.94], [-4.32, 1.30, 5.13], [-3.49, 4.26, 3.45], [-4.21, 4.52, 5.07], [-2.50, 4.95, 4.77], [-2.14, 0.46, 5.73], [-0.04, -0.86, 4.71], [-0.52, -3.00, -4.97], [-2.01, -4.93, -4.60], [-2.38, -5.81, -2.30], [-1.23, -4.73, -0.36], [0.28, -2.81, -0.72], [1.60, -2.82, -5.54], [1.65, -2.13, -7.92], [1.23, 0.25, -8.54], [0.73, 1.93, -6.76], [0.62, 1.23, -4.38], [3.61, -1.15, -4.66], [5.97, -1.62, -4.06], [6.51, -2.63, -1.84], [4.68, -3.24, -0.27], [2.32, -2.79, -0.87], [-2.82, 2.12, -3.58], [-3.15, 4.57, -3.83], [-2.63, 6.10, -1.93], [-1.82, 5.16, 0.24], [-1.57, 2.72, 0.51], [-3.91, -1.43, -1.02], [-5.21, -2.78, -2.64], [-4.77, -2.58, -5.08], [-2.99, -1.03, -5.90], [-1.70, 0.33, -4.30], [-3.94, 1.52, 0.25], [-4.81, 0.87, 2.47], [-3.75, -1.02, 3.72], [-1.79, -2.19, 2.74], [-0.76, -1.39, 0.64], [0.63, 2.90, -0.76], [1.58, 3.48, -3.02]], "lowdin_charge": [0.678, -0.684, -0.092, -0.041, -0.268, 0.615, -0.778, 0.627, -0.349, -0.354, -0.051, -0.094, 0.105, 0.118, 0.046, 0.116, 0.105, -0.053, -0.169, -0.051, -0.228, -0.028, -0.025, -0.334, -0.018, -0.074, -0.015, -0.220, -0.030, -0.025, -0.220, -0.184, -0.060, -0.063, -0.028, -0.077, 0.361, 0.953, -0.332, -0.093, -0.083, -0.085, -0.072, -0.110, -0.373, -0.115, -0.072, -0.078, -0.086, -0.111, -0.334, -0.102, -0.099, -0.091, -0.080, -0.094, 0.973, -0.356, -0.080, -0.085, -0.096, -0.083, -0.131, -0.334, -0.066, -0.079, -0.092, -0.085, -0.126, -0.371, -0.093, -0.079, -0.081, -0.082, -0.090, -0.154, -0.029, 0.074, 0.094, 0.086, 0.078, 0.084, 0.097, 0.098, 0.112, 0.096, 0.112, 0.071, 0.113, 0.094, 0.091, 0.081, 0.083, 0.093, 0.080, 0.088, 0.091, -0.022, 0.086, 0.106, 0.104, 0.109, 0.073, 0.118, 0.106, 0.104, 0.102, 0.077, 0.095, 0.103, 0.102, 0.109, 0.089, 0.087, 0.102, 0.100, 0.103, 0.096, 0.103, 0.106, 0.103, 0.107, 0.081, 0.110, 0.102, 0.107, 0.073, 0.072, 0.093, 0.100], "orbital_gap_ev": 4.74, "homo_energy_ev": -6.02}

Number 1: F_max 2.40 eV/Å. Number 2: F_max 0.41 eV/Å. Number 3: F_max 3.43 eV/Å.